[1]
{"formula": "C4H4", "method": "ωB97M-V/def2-TZVPD", "homo_energy_ev": -10.2, "largest_force_ev_per_a": 5.4, "total_charge": 0, "orbital_gap_ev": 10.1821, "lumo_ev": -0.02, "symbols": ["C", "C", "C", "C", "H", "H", "H", "H"], "xyz": [[0.015, -0.330, -0.946], [0.197, -0.502, -2.141], [0.602, 0.372, 0.291], [-0.759, -0.136, 0.368], [1.381, -0.222, 0.694], [0.852, 1.332, 0.206], [-1.568, 0.429, 0.455], [-0.719, -0.942, 1.073]], "atomic_forces_ev_per_a": [[-1.580, 1.036, 5.085], [0.638, -0.645, -3.961], [-0.339, -2.696, -0.726], [4.065, -2.689, 0.131], [0.438, -0.522, 0.655], [0.626, 3.855, -0.599], [-3.226, 2.606, -0.290], [-0.622, -0.944, -0.296]]}

---

[2]
{"formula": "C17H24N3O5PPb", "method": "ωB97M-V/def2-TZVPD", "homo_energy_ev": [-20.0, -19.8], "largest_force_ev_per_a": 6.1, "total_charge": 4, "orbital_gap_ev": [4.7413, 1.5111], "lumo_ev": [-15.25, -18.30], "symbols": ["N", "C", "C", "H", "H", "H", "N", "C", "C", "H", "H", "H", "N", "C", "C", "H", "H", "H", "Pb", "C", "O", "C", "O", "C", "C", "C", "C", "C", "C", "H", "H", "H", "H", "H", "H", "C", "O", "P", "O", "C", "O", "C", "H", "H", "H", "H", "H", "H", "H", "H", "H"], "xyz": [[-2.116, -4.038, -1.708], [-3.073, -4.495, -2.197], [-4.249, -5.032, -2.853], [-4.103, -6.078, -3.134], [-4.462, -4.462, -3.765], [-5.125, -4.976, -2.193], [-1.464, 4.780, -1.105], [-1.968, 5.821, -0.969], [-2.605, 7.124, -0.800], [-3.130, 7.412, -1.723], [-1.848, 7.889, -0.571], [-3.333, 7.082, 0.025], [4.855, 0.166, 1.048], [5.521, -0.212, 1.924], [6.378, -0.675, 3.008], [6.147, -0.115, 3.929], [7.434, -0.511, 2.740], [6.209, -1.750, 3.180], [0.526, 0.204, -1.455], [0.816, 1.989, 0.828], [0.914, 2.451, 1.868], [-2.198, 0.835, -0.397], [-3.200, 1.036, 0.115], [0.213, 0.156, -3.945], [1.301, -0.703, -3.663], [2.452, -0.202, -3.016], [2.524, 1.158, -2.644], [1.444, 2.017, -2.941], [0.294, 1.520, -3.588], [-0.664, -0.235, -4.467], [1.251, -1.751, -3.961], [3.299, -0.862, -2.808], [3.423, 1.537, -2.147], [1.500, 3.083, -2.705], [-0.512, 2.214, -3.843], [-2.397, 0.670, 3.799], [-1.440, 0.197, 2.818], [-1.641, -1.328, 2.128], [-1.268, -2.332, 3.361], [0.010, -2.350, 4.023], [-0.229, -1.343, 1.185], [0.251, -2.572, 0.578], [-2.922, 1.554, 3.401], [-1.856, 0.965, 4.708], [-3.155, -0.090, 4.070], [0.818, -2.006, 3.365], [-0.028, -1.735, 4.930], [0.194, -3.393, 4.310], [1.090, -2.291, -0.082], [-0.520, -3.087, -0.023], [0.643, -3.238, 1.363]], "atomic_forces_ev_per_a": [[-1.738, -0.541, -0.727], [1.952, 0.915, 0.862], [-0.596, -0.160, -0.210], [0.111, 0.114, 0.095], [0.087, -0.101, 0.235], [0.299, 0.019, -0.127], [0.295, -0.603, -0.041], [-0.749, 1.545, 0.221], [0.400, -0.427, -0.721], [0.048, -0.220, 0.249], [-0.076, -0.198, 0.203], [0.062, 0.008, 0.086], [-0.935, 0.372, -0.960], [1.726, -0.683, 1.770], [-1.165, -0.064, -0.224], [0.229, 0.080, -0.266], [0.103, 0.061, -0.024], [0.214, 0.229, -0.204], [-1.608, -0.840, 3.288], [0.319, 1.479, 3.109], [-0.275, -1.232, -2.845], [-2.997, 0.736, 1.337], [2.694, -0.548, -1.381], [0.317, -0.108, -0.848], [0.306, -0.020, -0.903], [0.533, -0.049, -0.695], [0.561, 0.125, -0.528], [0.389, 0.567, -0.430], [-0.086, 0.334, -0.739], [0.209, 0.139, 0.176], [0.020, 0.197, 0.079], [-0.258, 0.147, -0.083], [-0.323, -0.068, -0.175], [0.008, -0.349, 0.023], [0.172, -0.291, 0.122], [-1.299, 0.455, 0.661], [-0.592, -2.182, -1.861], [4.971, 0.235, 3.504], [-2.183, 1.217, -2.727], [1.163, -0.213, 0.618], [-2.612, 0.694, 0.664], [0.241, -0.953, -0.085], [0.376, -0.419, 0.024], [0.150, -0.191, -0.343], [0.546, 0.228, -0.150], [-0.319, -0.031, 0.161], [-0.171, -0.077, -0.310], [-0.162, 0.290, -0.121], [-0.312, -0.050, 0.351], [0.168, 0.229, 0.231], [-0.215, 0.202, -0.341]]}

---

We obtain relative energy (zero: lowest compared OMol25 entry of this formula, charge and spin) values of 68.83; 0.00 kcal/mol for the records listed above, in that order.